Record 1
Density functional theory data (wB97M-V/def2-TZVPD) for a molecular structure, C34H47N7O3ReS3Si at a distorted geometry.

Lowest unoccupied orbital energy (spin up / spin down), eV: -7.31 / -7.26
2S+1: 4
Largest force on an atom, eV/Å: 3.6
Expectation value of S²: 4.0223
Charge: +2

Geometry as XYZ:
```
96
Properties=species:S:1:pos:R:3:forces:R:3:lowdin_charge:R:1
Re 9.782826 14.988319 10.204707 0.01 -0.40 -0.90 0.751
S 10.858047 15.080184 8.137101 -0.04 -1.21 -0.70 0.754
S 10.449246 15.785063 12.190549 0.29 0.00 0.94 0.385
S 7.605516 14.631262 10.570959 -1.33 0.09 0.83 0.729
Si 10.029472 14.810724 14.206821 0.35 0.42 0.74 -0.006
O 10.822803 13.408391 14.269056 -0.56 0.24 -0.39 -0.177
O 10.653464 15.879342 15.253127 -1.35 -0.46 -0.53 -0.174
O 8.430931 14.660958 14.353027 0.25 -0.09 -0.02 -0.160
N 8.715440 12.249880 10.179410 0.72 0.41 1.13 0.083
N 13.126357 16.042342 9.133687 -1.29 1.61 0.89 -0.098
N 9.175884 16.968695 9.335394 0.23 1.89 0.91 -0.091
N 6.255614 11.058423 10.506632 -1.95 -0.14 -0.01 0.054
N 6.424535 12.328382 10.779022 0.33 -0.46 -0.01 0.074
N 9.831911 12.982295 10.276892 -1.51 -0.13 -0.03 -0.209
N 11.430113 17.457515 9.415732 1.65 0.14 0.18 -0.012
C 11.918853 10.163753 9.208835 0.64 -0.52 -0.85 -0.044
C 12.622807 18.165052 9.519140 -0.03 1.32 0.20 0.031
C 7.189088 10.405769 6.961930 0.50 -0.54 -0.16 -0.079
C 10.557298 12.093726 14.922597 1.35 0.64 -1.41 -0.591
C 6.598680 10.336313 9.328130 3.05 -1.43 -1.25 -0.234
C 9.773045 19.295973 9.508135 0.75 0.16 -0.23 0.046
C 7.292914 9.095025 9.457685 0.22 0.34 -0.53 -0.002
C 11.455123 17.244624 17.018212 -0.57 -0.13 -0.43 -0.012
C 11.840942 16.567294 15.693311 -0.87 -0.82 -0.06 -0.597
C 7.497529 15.497709 16.431097 -0.59 -0.93 -0.55 -0.010
C 11.735400 16.155810 9.158888 2.58 -0.34 -1.28 -0.716
C 13.013194 10.277855 10.088983 0.05 -0.05 -0.29 -0.048
C 8.429406 19.641493 9.326528 0.15 0.89 -0.28 0.007
C 11.018137 12.201076 10.142456 0.53 -1.39 -0.83 -0.284
C 6.097893 14.902825 14.411523 -0.59 0.16 0.83 -0.024
C 10.437133 12.329179 16.399734 -0.55 -1.59 0.89 -0.021
C 12.112963 12.303298 11.012713 -1.51 1.65 -0.04 -0.057
C 7.969062 8.530474 8.330625 -0.75 0.62 0.51 -0.060
C 7.372473 15.540289 14.884576 1.20 -0.56 0.97 -0.623
C 13.660648 17.304849 9.313746 0.54 -0.23 0.29 0.017
C 7.905550 9.200549 7.086214 0.69 -0.24 -0.21 -0.071
C 6.587051 10.953734 8.064901 -0.51 0.49 1.60 -0.052
C 11.905848 11.399910 14.657325 0.53 -0.93 0.09 -0.031
C 12.114506 17.619905 14.641654 0.43 1.34 0.24 -0.055
C 7.653058 16.940465 14.397813 0.23 -0.10 -0.04 -0.034
C 10.120902 17.945820 9.437465 -1.68 0.07 0.03 -0.255
C 13.104504 11.343666 10.963445 -0.03 0.54 -0.17 -0.090
C 10.990279 11.179779 9.156964 -0.31 0.12 1.57 -0.023
C 7.900933 17.375708 9.111487 -0.08 -2.54 -0.40 -0.134
C 9.369120 11.488511 14.162030 -0.20 0.39 1.20 -0.006
C 13.982854 14.874671 9.006335 1.25 -0.22 -1.50 -0.004
C 7.468140 18.662941 9.091370 0.97 0.57 0.01 -0.010
C 7.579471 12.901303 10.520955 1.46 0.18 -1.10 -0.728
C 12.915532 15.462360 15.810770 0.47 2.71 0.67 0.000
H 12.613007 14.759569 16.567092 0.18 -0.30 0.26 0.082
H 9.186658 10.462134 14.492353 0.12 0.01 -0.17 0.095
H 7.224077 16.530431 8.857018 0.40 0.85 0.51 0.095
H 14.774481 14.885435 9.769384 -0.66 0.01 0.15 0.113
H 12.117767 13.186925 11.691270 0.18 -0.97 -0.20 0.104
H 7.420686 8.617206 10.446190 -0.22 0.38 -0.65 0.120
H 13.115990 15.010179 14.873314 -0.22 -0.67 -0.97 0.064
H 11.802363 9.307825 8.490139 0.39 0.95 0.89 0.134
H 8.582474 17.281294 14.911635 -0.54 -0.04 -0.80 0.090
H 11.952952 10.469074 15.294193 0.15 0.86 -0.70 0.107
H 11.204517 18.083421 14.205684 0.30 -0.61 0.40 0.088
H 9.596317 11.522975 13.091498 -0.24 -0.05 0.16 0.074
H 6.443837 18.857794 8.859395 -0.36 0.31 -0.02 0.126
H 10.125406 11.117625 8.528102 -0.23 -0.07 -0.39 0.097
H 7.253755 14.463390 16.759562 0.23 0.58 -0.09 0.096
H 12.783069 12.082130 14.924860 -1.32 -0.91 -0.26 0.110
H 12.665509 18.474161 15.078498 -0.01 -0.46 -0.13 0.100
H 8.555253 7.600052 8.504742 -0.55 0.87 -0.43 0.120
H 6.155263 11.944394 8.056997 -0.19 0.12 -0.42 0.113
H 12.722085 17.212866 13.854652 0.24 -0.17 -0.60 0.058
H 11.395691 12.697049 16.752333 -0.07 0.36 0.15 0.078
H 14.778149 17.444530 9.298300 -1.62 0.05 0.13 0.174
H 13.850924 16.004406 16.046792 -0.21 -0.57 0.44 0.106
H 13.955131 11.501267 11.602435 0.26 -0.32 0.13 0.115
H 5.329625 10.802852 10.812277 -0.17 -0.24 0.54 0.160
H 14.567931 14.960419 8.039434 -0.93 -0.18 0.84 0.133
H 6.749704 16.159102 16.902662 0.57 -0.07 -0.15 0.103
H 5.251948 15.476958 14.859428 0.40 -0.54 -0.45 0.110
H 12.007556 11.093930 13.582565 -0.11 0.29 0.95 0.071
H 7.697210 16.970258 13.286848 0.17 0.14 0.69 0.082
H 7.160466 10.971857 6.027865 0.06 -0.41 0.21 0.116
H 9.615421 13.009533 16.636710 0.11 -0.07 0.15 0.083
H 10.294812 11.331944 16.949778 -0.08 1.38 -0.81 0.129
H 13.420665 13.942573 9.003060 -0.06 0.20 0.13 0.072
H 6.070571 14.981485 13.328352 -0.29 -0.31 -0.14 0.059
H 6.842427 17.555229 14.750950 -0.32 0.52 -0.04 0.090
H 12.326611 17.658774 17.484082 0.54 0.30 0.28 0.083
H 13.866977 9.611941 10.073879 -0.34 -0.39 -0.12 0.116
H 10.972343 16.574247 17.734727 0.17 -0.16 -0.23 0.091
H 10.554515 20.082054 9.642604 -0.88 -0.80 -0.21 0.137
H 8.457827 12.077053 14.432612 0.63 -0.39 -0.54 0.091
H 8.534636 15.713840 16.701580 -0.31 0.25 0.22 0.071
H 6.061274 13.844441 14.783601 -0.08 0.95 -0.58 0.108
H 8.508508 8.860695 6.199127 -0.84 0.11 1.11 0.126
H 10.743870 18.067883 16.821452 0.32 -0.34 0.01 0.098
H 8.166596 20.713554 9.248646 0.15 -0.77 0.33 0.144
H 12.619587 19.258626 9.716644 0.14 -1.23 -0.11 0.152
```
Positions in Å, forces in eV/Å.

=====

Record 2
Density functional theory data (wB97M-V/def2-TZVPD) for a single CH3BrO3S molecule at a distorted geometry.

Lowest unoccupied orbital energy, eV: -2.44
Structure (SMILES): COS(=O)(=O)Br
2S+1: 1
Largest force on an atom, eV/Å: 2.6

Geometry as XYZ:
```
9
Properties=species:S:1:pos:R:3:forces:R:3:lowdin_charge:R:1
Br 1.008599 2.633486 0.337878 -1.56 -1.87 -1.01 0.101
S -0.651108 0.740774 -0.803612 1.29 1.53 0.66 0.550
O -1.748776 0.596161 0.089657 0.36 0.02 -0.01 -0.264
O -0.804230 1.151456 -2.149631 0.32 -0.20 0.19 -0.251
O 0.338717 -0.487753 -0.721181 -0.69 1.19 -1.06 -0.293
C 0.438556 -1.046642 0.569819 0.16 -0.79 1.46 -0.115
H 0.854169 -0.318496 1.268858 0.02 0.01 -0.07 0.073
H -0.545099 -1.367467 0.916721 0.16 -0.03 -0.02 0.093
H 1.109172 -1.901519 0.491491 -0.06 0.15 -0.13 0.106
```
Positions in Å, forces in eV/Å.